# 1
{"formula": "C3H6Si", "method": "the ωB97M-V functional and the def2-TZVPD basis", "orbital_gap_ev": 8.670, "lumo_ha": -0.0150, "multiplicity": 1, "relative_energy_kj_mol": 311.3, "e_homo_ha": -0.3337, "species": ["Si", "C", "C", "C", "H", "H", "H", "H", "H", "H"], "xyz": [[-0.285, -0.949, 0.027], [-1.230, 0.677, -0.113], [2.376, -0.197, 0.091], [3.561, 0.027, 0.004], [4.679, 0.137, 0.114], [-0.485, -2.142, 0.991], [0.048, -1.591, -1.412], [-1.047, 1.085, -1.034], [-0.906, 1.459, 0.721], [-2.334, 0.343, -0.054]], "forces_ev_per_angstrom": [[3.73, -0.43, -2.07], [-0.99, -0.95, 4.38], [-3.15, -0.81, 0.09], [2.20, 0.04, 0.56], [-2.09, -0.07, -0.41], [0.02, 1.39, -0.40], [-0.76, 0.75, 1.75], [0.54, 0.95, -2.36], [-1.01, -1.82, -1.67], [1.50, 0.94, 0.14]], "mulliken_charge": [0.499, -0.791, -0.635, -0.160, 0.296, -0.036, -0.018, 0.295, 0.269, 0.282]}

=====

# 2
{"formula": "C11H22O5Ru", "method": "the ωB97M-V functional and the def2-TZVPD basis", "orbital_gap_ev": [7.745, 7.959], "total_charge": 1, "lumo_ha": [-0.0687, -0.1462], "multiplicity": 6, "s_squared": 8.758, "e_homo_ha": [-0.3533, -0.4386], "species": ["Ru", "O", "O", "O", "O", "O", "C", "C", "C", "C", "C", "C", "C", "C", "C", "C", "C", "H", "H", "H", "H", "H", "H", "H", "H", "H", "H", "H", "H", "H", "H", "H", "H", "H", "H", "H", "H", "H", "H"], "xyz": [[0.392, -0.108, -0.399], [-1.025, 0.635, 1.447], [-1.209, -1.991, -0.154], [1.627, 1.417, -2.068], [-1.815, 0.446, -1.240], [0.759, -1.341, 1.783], [3.753, 0.688, -1.001], [-2.394, -0.754, -1.776], [1.743, 2.852, -2.083], [2.272, 0.721, -1.061], [0.481, -0.460, 2.871], [0.038, -2.576, 1.752], [-2.579, 1.139, -0.243], [-1.649, 1.736, 0.794], [-0.249, -2.944, 0.309], [-1.466, -1.938, -1.553], [0.066, 0.901, 2.327], [4.180, 1.672, -1.218], [0.758, 3.287, -1.912], [-2.226, 2.332, 1.506], [0.675, -2.884, -0.280], [-2.555, -0.620, -2.846], [4.078, 0.379, -0.009], [-0.901, 2.374, 0.308], [-3.255, 0.441, 0.256], [4.176, -0.018, -1.727], [2.105, 3.159, -3.063], [-0.526, -1.792, -2.113], [-0.333, -0.858, 3.478], [-0.237, 1.563, 3.142], [1.375, -0.356, 3.487], [2.432, 3.193, -1.311], [0.623, -3.364, 2.230], [0.899, 1.360, 1.773], [-3.351, -0.948, -1.291], [-0.644, -3.961, 0.241], [-0.919, -2.463, 2.266], [-3.160, 1.936, -0.712], [-1.942, -2.855, -1.909]], "forces_ev_per_angstrom": [[0.49, 0.32, 0.11], [0.20, -0.09, -0.30], [0.31, 0.29, -0.08], [0.05, 0.12, -0.07], [0.44, -0.25, 0.25], [-0.14, 0.06, -0.34], [-0.12, 0.01, -0.01], [-0.07, -0.13, -0.03], [0.12, 0.03, -0.13], [-0.90, -0.31, 0.30], [-0.10, 0.23, 0.01], [-0.08, -0.13, -0.12], [-0.05, 0.14, 0.15], [-0.14, -0.03, -0.18], [0.06, -0.08, 0.22], [-0.12, 0.15, -0.08], [0.08, -0.24, 0.10], [0.04, -0.01, 0.03], [-0.01, -0.03, 0.01], [0.01, 0.02, 0.00], [-0.05, -0.04, -0.07], [-0.04, 0.03, 0.01], [0.04, 0.00, -0.01], [0.02, 0.04, 0.09], [-0.01, -0.01, -0.03], [0.00, 0.01, -0.03], [0.01, 0.01, 0.01], [-0.02, -0.12, 0.02], [0.04, -0.05, 0.02], [0.02, 0.02, 0.01], [-0.02, -0.02, 0.04], [0.00, -0.01, 0.00], [0.00, 0.01, 0.02], [-0.06, 0.10, 0.04], [-0.01, 0.02, -0.01], [-0.05, 0.02, 0.03], [0.04, -0.02, 0.09], [-0.02, -0.04, -0.04], [0.02, -0.02, -0.02]], "mulliken_charge": [0.430, -0.247, -0.283, -0.354, -0.305, -0.320, -0.862, -0.512, -0.747, 0.211, -0.560, -0.458, -0.455, -0.598, -0.684, -0.677, -0.451, 0.346, 0.258, 0.439, 0.315, 0.403, 0.274, 0.199, 0.367, 0.271, 0.263, 0.370, 0.378, 0.476, 0.412, 0.377, 0.409, 0.226, 0.402, 0.470, 0.340, 0.402, 0.474]}

=====

# 3
{"formula": "C5H14", "method": "the ωB97M-V functional and the def2-TZVPD basis", "orbital_gap_ev": 12.057, "lumo_ha": 0.0424, "multiplicity": 1, "relative_energy_kj_mol": 186.5, "e_homo_ha": -0.4007, "smiles": "CCC.CC", "species": ["C", "C", "C", "C", "C", "H", "H", "H", "H", "H", "H", "H", "H", "H", "H", "H", "H", "H", "H"], "xyz": [[-0.987, 0.928, 0.303], [2.827, 0.034, 0.954], [-1.697, -0.093, -0.556], [-3.078, 0.418, -0.993], [2.513, -1.363, 0.300], [2.378, -2.125, 0.976], [0.031, 1.001, -0.014], [-1.220, -0.183, -1.485], [-3.927, -0.190, -0.475], [-1.272, 1.879, -0.116], [2.079, 0.103, 1.793], [-1.841, -1.137, -0.117], [1.701, -1.296, -0.413], [-1.426, 1.136, 1.255], [-3.163, 0.074, -2.015], [3.869, 0.093, 1.560], [-3.059, 1.525, -0.997], [2.869, 0.778, 0.323], [3.403, -1.581, -0.282]], "forces_ev_per_angstrom": [[-0.84, 0.78, -1.83], [0.80, -5.16, 5.97], [-1.71, -0.88, 1.40], [-1.01, -1.63, 0.40], [1.95, 3.03, -1.61], [-0.48, -1.59, 1.66], [1.24, -0.56, 1.48], [1.44, -0.43, -1.00], [1.15, 1.94, -0.45], [-0.45, 0.72, -0.76], [0.52, 0.84, -1.00], [0.61, 1.35, -0.38], [-0.38, 0.04, 0.10], [0.80, -0.82, 1.34], [-0.42, 0.23, -0.50], [-2.14, -0.60, -1.52], [-0.81, -0.72, 0.30], [-0.35, 3.95, -3.29], [0.07, -0.50, -0.30]], "mulliken_charge": [-1.161, -0.869, -0.149, -1.066, -0.827, 0.328, 0.231, 0.233, 0.236, 0.343, 0.219, 0.289, 0.226, 0.424, 0.283, 0.267, 0.329, 0.373, 0.292]}